# 1
47
Properties=species:S:1:pos:R:3 method="wB97M-V/def2-TZVPD" homo_ev=-7.45 energy_ev=-45404.675
C -1.131 -2.524 3.069
H -0.159 -3.163 3.205
H -1.852 -3.059 3.836
H -1.378 -2.797 2.020
O -0.790 -1.213 3.146
C -0.078 -0.327 2.485
C 0.650 -0.740 1.448
C 1.656 -0.158 0.832
C 1.678 1.241 1.114
C 0.768 1.766 2.022
C -0.063 0.977 3.037
O -0.735 1.384 3.960
C -0.776 2.714 3.970
H 0.037 3.096 4.553
H -1.118 3.293 3.289
H -1.657 2.985 4.959
H 0.764 2.894 2.086
C 2.346 2.194 0.090
N 1.997 1.516 -1.129
C 1.116 2.475 -1.926
S 1.170 4.026 -1.822
N 0.443 1.926 -2.878
C -0.337 0.640 -2.724
C -0.805 0.347 -1.508
C -1.261 -1.117 -1.252
C -1.830 -1.755 -2.536
C -1.400 -1.211 -3.983
C -0.698 -0.184 -3.810
H -0.434 0.370 -4.953
H -1.808 -1.801 -4.706
O -2.505 -2.940 -2.393
C -2.742 -3.461 -1.347
F -1.844 -3.709 -0.494
F -3.628 -2.600 -0.696
H -3.367 -4.325 -1.579
H -1.816 -1.289 -0.240
H -0.306 0.670 -0.701
H 0.020 2.541 -3.726
C 2.464 0.335 -1.465
C 2.400 -0.503 -0.130
H 3.287 -0.666 0.023
H 1.982 -1.384 -0.488
H 1.912 0.009 -2.332
H 3.539 0.491 -1.992
H 2.257 3.194 0.320
H 3.397 1.843 0.165
H 0.637 -2.003 1.185


# 2
42
Properties=species:S:1:pos:R:3 method="wB97M-V/def2-TZVPD" smiles=O[C@@](C#CCN1CCCC1)(c1ccccc1)c1cccnc1 homo_ev=-8.76 de_lowest_kcal_mol=71.89 energy_ev=-25053.236
O -1.988 -0.100 -2.479
C -1.486 -0.170 -1.153
C -0.222 -0.906 -1.131
C 0.788 -1.547 -1.226
C 2.094 -2.197 -1.208
N 3.096 -1.474 -0.452
C 2.829 -1.360 0.978
C 3.466 -0.035 1.424
C 4.234 0.443 0.189
C 3.418 -0.149 -0.952
C -1.311 1.226 -0.555
C -0.275 1.522 0.320
C -0.166 2.790 0.863
C -1.091 3.768 0.539
C -2.128 3.474 -0.330
C -2.240 2.207 -0.873
C -2.509 -0.885 -0.285
C -2.177 -1.316 0.993
C -3.148 -1.927 1.766
C -4.418 -2.077 1.228
N -4.741 -1.671 0.013
C -3.811 -1.091 -0.723
H -1.318 0.311 -3.035
H 2.455 -2.301 -2.237
H 1.995 -3.198 -0.774
H 3.279 -2.220 1.484
H 1.751 -1.367 1.195
H 2.694 0.689 1.687
H 4.116 -0.163 2.287
H 4.312 1.527 0.133
H 5.236 0.014 0.180
H 3.982 -0.234 -1.883
H 2.518 0.461 -1.140
H 0.451 0.762 0.568
H 0.645 3.015 1.541
H -1.004 4.757 0.965
H -2.854 4.232 -0.583
H -3.047 1.968 -1.550
H -1.174 -1.177 1.373
H -2.925 -2.276 2.763
H -5.214 -2.544 1.793
H -4.112 -0.780 -1.713


# 3
45
Properties=species:S:1:pos:R:3 method="wB97M-V/def2-TZVPD" homo_ev=-6.97 de_lowest_kcal_mol=0.00 energy_ev=-86355.346
Zn -0.362 -0.246 -0.353
O 1.064 -2.525 1.964
C 0.717 -2.440 0.781
O 1.113 -1.510 -0.018
C -0.206 -3.491 0.216
C 0.212 -4.815 0.318
C -0.560 -5.853 -0.173
C -1.787 -5.564 -0.755
C -2.222 -4.254 -0.840
C -1.446 -3.193 -0.367
S -2.172 -1.573 -0.474
H 1.160 -5.017 0.798
H -0.212 -6.875 -0.098
H -2.410 -6.361 -1.140
H -3.183 -4.028 -1.284
N 0.338 2.249 3.807
C 1.393 1.189 3.599
C 1.152 0.566 2.237
N -0.202 0.069 2.075
C -1.251 0.989 2.448
C -1.037 1.640 3.807
H 0.398 2.916 3.029
H 0.505 2.764 4.669
H 1.280 0.471 4.412
H 2.367 1.672 3.662
H 1.830 -0.271 2.076
H 1.347 1.317 1.464
H -0.289 -0.870 2.454
H -2.210 0.470 2.436
H -1.299 1.779 1.689
H -1.058 0.919 4.623
H -1.757 2.436 3.996
C -0.025 1.683 -0.509
C 0.034 2.879 -0.299
C 0.061 4.276 0.035
C 1.216 5.041 -0.148
C 1.237 6.379 0.214
C 0.112 6.976 0.767
C -1.041 6.226 0.952
C -1.068 4.888 0.590
H 2.088 4.575 -0.584
H 2.136 6.961 0.058
H 0.132 8.022 1.043
H -1.927 6.688 1.367
H -1.975 4.307 0.707